Computed, not measured: a cluster of 2 separate species, C4H12NS2 in total, with wB97M-V/def2-TZVPD.

Frontier orbital gap (spin up / spin down) (Ha): 0.4142 / 0.2418
Net charge: +2
Lowest unoccupied orbital energy (spin up / spin down) (eV): -8.45 / -12.84
Expectation value of S²: 0.7548
DFT total energy (eV): -27483.3321
Spin multiplicity: 2

```
19
C4H12NS2, DFT wB97M-V/def2-TZVPD
C 1.222 1.781 -2.329
C 1.230 2.500 -0.960
C -0.760 2.192 0.450
N 0.332 1.736 -0.020
H 1.663 0.777 -2.329
H 0.172 1.686 -2.618
H 1.704 2.384 -3.092
H 2.216 2.557 -0.498
H 0.802 3.498 -1.021
H -1.480 1.506 0.878
H -1.002 3.246 0.368
H 0.485 0.713 0.013
C 1.038 -2.629 0.750
S 0.013 -1.247 1.189
S -1.667 -1.470 0.081
H 0.559 -3.586 0.977
H 1.937 -2.529 1.368
H 1.316 -2.582 -0.306
H -1.174 -1.081 -1.111
```

***

Computed, not measured: a structure of composition C27H23I2InN3O8S, with wB97M-V/def2-TZVPD.

Frontier orbital gap (Ha): 0.2371
Net charge: +1
Lowest unoccupied orbital energy (eV): -3.71
DFT total energy (eV): -81430.2381
Spin multiplicity: 1

```
65
C27H23I2InN3O8S, DFT wB97M-V/def2-TZVPD
In -0.764 0.116 -0.767
I 0.378 0.298 6.760
C 0.489 0.161 4.659
C 0.961 -1.004 4.077
C 1.039 -1.076 2.704
I 1.827 -2.760 1.750
C 0.632 -0.025 1.871
O 0.771 -0.139 0.569
C 0.157 1.150 2.492
C -0.306 2.277 1.608
N -1.436 1.830 0.798
C -2.632 1.542 1.548
C -3.358 0.338 1.015
C -4.371 -0.236 1.778
C -5.023 -1.349 1.289
C -4.683 -1.821 0.026
C -3.694 -1.165 -0.678
N -3.030 -0.133 -0.175
C 0.103 1.237 3.874
H 1.262 -1.845 4.680
H -0.588 3.150 2.211
H 0.498 2.553 0.916
H -1.603 2.494 0.047
H -2.363 1.346 2.594
H -3.339 2.385 1.534
H -4.606 0.174 2.749
H -5.788 -1.833 1.874
H -5.169 -2.691 -0.386
H -3.413 -1.457 -1.680
H -0.239 2.149 4.347
O -0.425 0.629 -4.790
C -1.122 0.207 -3.781
O -1.670 0.898 -2.946
C -1.147 -1.288 -3.649
C -1.083 -2.201 -4.695
C -0.953 -3.547 -4.378
C -0.831 -3.931 -3.049
C -0.924 -2.946 -2.069
N -1.122 -1.675 -2.386
C -0.839 -3.183 -0.589
O -0.348 -4.326 -0.161
O -1.231 -2.341 0.185
H 0.099 1.451 -4.555
H -1.149 -1.865 -5.719
H -0.923 -4.296 -5.156
H -0.683 -4.974 -2.804
H 0.110 -4.861 -0.825
C 5.544 2.228 1.920
C 4.551 2.010 0.823
C 3.893 3.097 0.249
C 2.936 2.903 -0.731
C 2.661 1.620 -1.169
C 3.311 0.528 -0.631
C 4.248 0.729 0.369
S 1.244 1.395 -2.202
O 1.354 2.006 -3.505
O 0.141 2.019 -1.418
O 0.956 -0.060 -2.299
H 5.029 2.440 2.857
H 6.183 3.079 1.696
H 6.165 1.350 2.067
H 4.127 4.097 0.583
H 2.377 3.722 -1.158
H 3.062 -0.461 -0.983
H 4.749 -0.121 0.809
```

***

Computed, not measured: the molecule CH3N5O2, with wB97M-V/def2-TZVPD.

Frontier orbital gap (Ha): 0.3141
Net charge: 0
Lowest unoccupied orbital energy (eV): -0.57
Structure (SMILES): N/N=c1\nnon1O
DFT total energy (eV): -12623.6286
Spin multiplicity: 1

```
11
CH3N5O2, DFT wB97M-V/def2-TZVPD
C -0.279 -0.063 -0.096
H 1.641 -0.866 -2.318
H 0.430 -1.923 -1.367
H 0.379 2.541 1.140
N 0.529 -1.032 -1.974
N 0.529 0.039 -1.075
N -0.794 -1.292 0.572
N -1.242 -0.755 1.630
N -0.536 1.072 0.615
O -1.272 0.651 1.633
O 0.613 1.628 1.240
```

***

Computed, not measured: a structure of composition C31H42BrCl3InN4O6SSi, with wB97M-V/def2-TZVPD.

Frontier orbital gap (Ha): 0.2440
Net charge: +1
Lowest unoccupied orbital energy (eV): -3.52
DFT total energy (eV): -182571.0297
Spin multiplicity: 1

```
90
C31H42BrCl3InN4O6SSi, DFT wB97M-V/def2-TZVPD
In -1.184 -0.977 1.403
C -5.969 -4.281 -0.082
O -5.042 -3.971 0.966
C -4.162 -2.981 0.832
O -3.390 -2.731 1.733
N -4.166 -2.295 -0.349
N -3.101 -1.411 -0.532
H -6.625 -5.042 0.324
H -5.449 -4.689 -0.951
H -6.559 -3.406 -0.358
H -4.571 -2.720 -1.167
H -3.423 -0.559 -0.973
H -2.377 -1.823 -1.115
O 6.483 0.281 -0.451
C 6.339 -0.382 0.716
O 7.292 -0.808 1.297
C 4.935 -0.559 1.219
C 4.751 -0.668 2.592
C 3.483 -0.837 3.114
C 2.383 -0.942 2.262
C 2.568 -0.815 0.895
C 3.837 -0.631 0.373
N 1.043 -1.079 2.736
C 0.815 -1.473 3.916
C -0.540 -1.414 4.497
C -0.723 -1.747 5.825
C -1.989 -1.634 6.379
C -3.025 -1.185 5.583
C -2.767 -0.882 4.255
N -1.551 -0.995 3.719
H 5.635 0.635 -0.748
H 5.615 -0.607 3.241
H 3.355 -0.854 4.189
H 1.714 -0.862 0.235
H 3.952 -0.560 -0.703
H 1.602 -1.818 4.585
H 0.118 -2.088 6.414
H -2.157 -1.887 7.418
H -4.027 -1.078 5.974
H -3.543 -0.538 3.598
C 3.288 4.713 -1.579
C 2.866 3.676 -2.620
C 2.137 4.399 -3.762
C 4.130 3.005 -3.177
C 1.937 2.619 -2.025
C 1.495 2.646 -0.714
C 0.634 1.653 -0.284
Br 0.085 1.706 1.544
C 0.151 0.589 -1.056
O -0.656 -0.341 -0.564
C 0.613 0.560 -2.396
C 1.477 1.565 -2.815
C 0.265 -0.526 -3.435
C -0.284 0.142 -4.708
C -0.783 -1.554 -2.994
C 1.547 -1.302 -3.776
H 3.966 5.434 -2.038
H 3.813 4.253 -0.739
H 2.429 5.266 -1.191
H 2.778 5.173 -4.190
H 1.224 4.874 -3.397
H 1.864 3.710 -4.563
H 4.812 3.756 -3.579
H 3.896 2.304 -3.980
H 4.657 2.455 -2.394
H 1.808 3.414 -0.020
H 1.825 1.524 -3.839
H -1.158 0.756 -4.476
H -0.585 -0.623 -5.427
H 0.451 0.779 -5.199
H -1.739 -1.070 -2.783
H -0.464 -2.118 -2.118
H -0.936 -2.256 -3.816
H 2.337 -0.645 -4.143
H 1.342 -2.046 -4.550
H 1.925 -1.826 -2.894
C -5.244 1.620 1.783
S -3.770 1.386 0.800
C -3.190 3.069 0.733
O -2.812 0.642 1.705
H -5.068 2.360 2.562
H -5.467 0.648 2.221
H -6.061 1.926 1.130
H -3.196 3.501 1.733
H -3.839 3.623 0.054
H -2.178 3.032 0.337
Cl -0.740 -4.461 2.806
Si -0.583 -3.464 1.020
Cl 1.279 -3.854 0.276
Cl -1.854 -4.379 -0.323
```

***

Computed, not measured: the ion C7H11N4 with charge +1, with wB97M-V/def2-TZVPD.

Frontier orbital gap (spin up / spin down) (Ha): 0.2630 / 0.2175
Net charge: +1
Lowest unoccupied orbital energy (spin up / spin down) (eV): -3.27 / -6.83
Expectation value of S²: 2.0230
DFT total energy (eV): -13384.7244
Spin multiplicity: 3

```
22
C7H11N4, DFT wB97M-V/def2-TZVPD
C -3.065 -0.137 -0.253
C -2.712 1.115 -0.237
C -2.201 -1.297 0.041
C -0.852 -0.806 0.325
C -1.368 1.661 0.153
C 0.952 0.641 0.550
C 2.251 -1.137 -0.713
N 0.318 -1.695 0.376
N -2.674 -2.460 -0.040
N -0.457 0.482 0.376
N 1.447 -0.876 0.442
H -4.043 -0.307 -0.459
H -3.376 1.969 -0.647
H -1.033 2.314 -0.606
H -1.544 2.165 1.100
H 1.308 1.310 -0.316
H 1.119 1.000 1.494
H 3.152 -0.648 -0.922
H 2.527 -2.220 -0.644
H 1.493 -1.140 -1.526
H -2.059 -3.266 0.241
H 1.945 -1.040 1.265
```

***

Computed, not measured: the molecule C5H7FO2, with wB97M-V/def2-TZVPD.

Frontier orbital gap (Ha): 0.3562
Net charge: 0
Lowest unoccupied orbital energy (eV): 0.94
Structure (SMILES): F/C=C1/COCCO1
DFT total energy (eV): -12108.2236
Spin multiplicity: 1

```
15
C5H7FO2, DFT wB97M-V/def2-TZVPD
C -2.304 -0.430 0.072
C -0.970 -0.264 0.137
C 0.159 -1.242 0.439
C 1.594 0.350 -0.739
C 0.774 1.238 0.231
H -2.861 -1.439 -0.021
H 0.335 -1.258 1.506
H -0.236 -2.179 0.192
H 2.707 0.448 -0.883
H 1.119 0.534 -1.760
H 0.956 1.255 1.371
H 1.014 2.313 -0.010
O 1.417 -0.989 -0.278
O -0.585 1.092 -0.047
F -3.118 0.571 -0.211
```

***

Computed, not measured: a cluster of 2 separate species, C4H12O in total, with wB97M-V/def2-TZVPD.

Frontier orbital gap (spin up / spin down) (Ha): 0.0645 / 0.3514
Net charge: -1
Lowest unoccupied orbital energy (spin up / spin down) (eV): 3.28 / 3.22
Expectation value of S²: 0.7503
DFT total energy (eV): -6388.1415
Spin multiplicity: 2

```
17
C4H12O, DFT wB97M-V/def2-TZVPD
C -0.963 2.440 0.840
C 2.223 0.085 -0.055
C 0.899 0.958 -0.172
C 0.097 1.338 1.047
H -1.592 2.068 0.024
H -0.472 3.400 0.644
H -1.626 2.522 1.722
H 3.170 0.615 -0.181
H 2.304 -0.677 -0.840
H 2.122 -0.439 0.894
H 0.278 0.358 -0.848
H 1.322 1.862 -0.649
H -0.396 0.425 1.409
H 0.716 1.676 1.881
H -3.432 -5.653 -2.103
H -1.967 -5.802 -1.927
O -2.683 -5.177 -1.687
```

***

Computed, not measured: the molecule C3H6O4, with wB97M-V/def2-TZVPD.

Frontier orbital gap (spin up / spin down) (Ha): 0.2116 / 0.2625
Net charge: 0
Lowest unoccupied orbital energy (spin up / spin down) (eV): 0.78 / -3.29
Expectation value of S²: 2.0065
DFT total energy (eV): -11390.0974
Spin multiplicity: 3

```
13
C3H6O4, DFT wB97M-V/def2-TZVPD
C 0.759 1.609 -0.973
C -0.483 -0.444 0.562
C -0.377 -1.962 0.142
O 0.292 0.262 -0.315
O 0.044 2.631 -0.415
O -1.222 -0.121 1.441
O 0.230 -1.921 -1.198
H 0.557 1.370 -2.080
H -1.398 -2.319 0.263
H 0.253 -2.711 0.640
H -0.713 2.155 -0.111
H 1.928 1.787 -0.777
H 0.177 -2.767 -1.669
```